ORCA calculation (the ωB97M-V functional and the def2-TZVPD basis) on a molecular structure, C56H92IN22O5PS in a non-equilibrium geometry.

The calculation puts the LUMO energy at -0.00102 Eh. As for the HOMO energy: -0.2923 Eh. The value obtained for the HOMO-LUMO gap is 0.2912 hartree. As for the multiplicity: 1. The charge is 0.

Last column: Mulliken charge in e.
Element x y z (Å)
C 2.3530 -5.6472 -0.3068  -0.205
C 2.0935 -5.1902 0.8521  -0.386
C 1.8415 -4.4038 2.2295  -0.028
C 1.6537 -2.8487 1.9022  0.040
C 0.1160 -2.3683 1.9716  -0.031
C 0.0545 -0.7651 1.6845  1.022
C -0.3443 0.0425 3.0170  -0.088
O 0.7231 0.8925 3.5237  -0.177
O 0.6719 0.7532 4.9001  -0.414
O -0.9700 -0.5920 0.6769  -0.245
C -0.5127 0.1037 -0.4850  -0.556
I 0.2790 2.1169 0.0242  0.062
C 0.5866 -0.7465 -1.3619  -0.344
O 1.7426 0.0913 -1.4902  0.366
C 2.7502 -0.4277 -2.3747  0.679
S 2.9717 -2.2700 -2.3843  -0.230
C 2.6539 0.0537 -3.8969  -0.976
C 1.2389 -0.2021 -4.6215  -0.153
N 0.9001 -1.6501 -4.8105  -0.432
C 4.1676 0.1812 -1.8198  -1.228
C 3.9623 1.5229 -0.9464  0.896
C 3.4259 2.7332 -1.8576  -1.002
C 5.4607 1.9613 -0.4751  -0.449
P -2.1149 0.4764 -1.5026  0.321
N -1.7851 1.8737 -2.5566  -0.577
O -2.5137 -0.8411 -2.5190  -0.438
H 2.6897 -5.8267 -1.3669  0.374
H 2.7890 -4.5994 2.8483  0.327
H 0.9400 -4.8360 2.7876  -0.146
H 2.1410 -2.6544 0.8881  -0.330
H 2.2325 -2.2527 2.6843  0.320
H -0.3948 -2.8708 1.0693  0.245
H -0.4065 -2.6588 2.9376  -0.282
H 1.1153 -0.5011 1.3235  -0.169
H -0.6257 -0.6646 3.8750  -0.163
H -1.2398 0.7159 2.7901  0.272
H 1.6196 0.7295 5.1643  0.296
H 0.7378 -1.7125 -0.7814  0.095
H 0.0573 -1.0106 -2.3328  0.264
H 3.5236 -2.5356 -1.1256  0.126
H 3.4466 -0.5539 -4.4772  0.388
H 2.9258 1.1519 -4.0344  0.126
H 1.3108 0.2425 -5.6733  0.525
H 0.3724 0.3708 -4.1269  -0.227
H 1.7233 -2.2489 -4.9288  0.163
H 0.1974 -1.8037 -5.5385  0.255
H 4.8584 0.4004 -2.7103  0.171
H 4.6308 -0.5906 -1.1230  0.324
H 3.3777 1.3617 0.0125  0.073
H 2.3931 2.4534 -2.2730  0.043
H 4.1344 2.8648 -2.7573  0.263
H 3.3532 3.6965 -1.2300  0.335
H 6.0157 1.0395 -0.1079  -0.177
H 5.2912 2.7381 0.3597  0.403
H 5.9370 2.4378 -1.3918  -0.016
H -2.0235 2.7236 -2.0172  0.341
H -0.7903 1.8975 -2.8252  0.210
H -2.2923 -0.5546 -3.4339  0.285
C -4.8221 -1.5100 -0.1453  -0.207
C -5.9842 -0.7307 0.2807  0.293
N -6.8981 -0.1168 0.6180  -0.424
H -4.8170 -2.5032 0.3106  0.399
H -4.8044 -1.6500 -1.2284  0.256
H -3.8853 -1.0212 0.1326  -0.263
C 1.5184 -8.1942 4.7314  -0.906
C 0.7051 -7.3830 3.8239  0.510
N 0.0661 -6.7460 3.1109  -0.464
H 1.2499 -8.0191 5.7755  0.292
H 1.3918 -9.2615 4.5377  0.293
H 2.5820 -7.9687 4.6268  0.278
C -8.6442 -3.3858 -0.1220  -0.788
C -7.8563 -4.1528 -1.0879  0.391
N -7.2367 -4.7525 -1.8488  -0.389
H -9.7167 -3.5115 -0.2866  0.314
H -8.4361 -3.6956 0.9045  0.283
H -8.4291 -2.3164 -0.1869  0.115
C -7.4387 0.5961 -3.2298  -0.810
C -6.1452 1.0501 -2.7139  0.296
N -5.1295 1.4059 -2.3066  -0.378
H -8.2597 0.8915 -2.5723  0.248
H -7.6475 1.0138 -4.2160  0.302
H -7.4747 -0.4916 -3.3246  0.295
C 9.0195 0.4077 1.8076  -0.230
C 7.9286 -0.3874 1.2419  0.417
N 7.0714 -1.0119 0.7965  -0.429
H 9.2787 0.0751 2.8157  -0.315
H 9.9251 0.3381 1.2008  0.222
H 8.7553 1.4659 1.8734  0.279
C 2.1649 4.0121 -6.3486  -1.141
C 1.7867 2.7600 -5.6876  0.569
N 1.4909 1.7655 -5.1670  -0.445
H 2.6430 4.7023 -5.6556  0.347
H 2.8648 3.8388 -7.1692  0.186
H 1.2950 4.5238 -6.7672  0.319
C -8.5062 2.7633 0.9432  -0.507
C -9.7084 3.2393 0.2558  0.279
N -10.6545 3.6139 -0.2850  -0.474
H -8.3557 3.2779 1.8900  0.192
H -8.5626 1.6954 1.1608  0.210
H -7.6082 2.9237 0.3408  0.284
C -8.3077 5.0694 -2.5665  -0.465
C -7.4902 6.1375 -3.1462  0.215
N -6.8483 6.9761 -3.6013  -0.368
H -8.9197 5.4334 -1.7385  0.259
H -8.9868 4.6379 -3.3050  0.286
H -7.6903 4.2551 -2.1796  0.045
C -6.5683 -6.8769 -4.0855  -0.563
C -6.5800 -7.0137 -5.5438  0.311
N -6.5888 -7.1207 -6.6891  -0.391
H -7.0677 -5.9607 -3.7627  0.174
H -7.0776 -7.7119 -3.5991  0.265
H -5.5499 -6.8456 -3.6924  0.257
C 8.5458 2.7325 -1.5117  -0.688
C 9.8788 2.5335 -0.9407  0.159
N 10.9277 2.3790 -0.4931  -0.371
H 8.5932 3.2618 -2.4647  0.481
H 8.0397 1.7822 -1.6942  0.212
H 7.9061 3.3176 -0.8479  0.311
C -5.4826 3.7801 4.0069  -0.815
C -6.8097 3.1679 3.9247  0.580
N -7.8527 2.6868 3.8595  -0.564
H -4.7544 3.0998 4.4539  0.234
H -5.1062 4.0563 3.0192  0.309
H -5.4964 4.6872 4.6151  0.296
C -7.4312 -1.0580 -7.4319  -0.794
C -8.4336 -0.5123 -6.5146  0.432
N -9.2211 -0.0841 -5.7939  -0.416
H -7.3376 -2.1411 -7.3256  0.266
H -7.6879 -0.8546 -8.4737  0.288
H -6.4441 -0.6270 -7.2501  0.265
C 14.0653 2.6809 -1.1597  -0.457
C 15.3781 3.0990 -0.6626  0.186
N 16.4087 3.4272 -0.2720  -0.362
H 13.2618 3.0035 -0.4956  0.243
H 13.8575 3.1002 -2.1468  0.111
H 13.9960 1.5944 -1.2474  0.293
C -2.2309 -4.4872 4.6668  -0.298
C -3.3277 -4.5864 5.6302  0.228
N -4.1905 -4.6639 6.3877  -0.439
H -2.5995 -4.3153 3.6526  0.279
H -1.5555 -3.6633 4.9097  0.269
H -1.6314 -5.4005 4.6426  0.064
C -3.1991 -0.4509 7.5717  -0.791
C -2.4308 -1.2880 6.6500  0.368
N -1.8258 -1.9410 5.9224  -0.480
H -4.2690 -0.5180 7.3766  0.132
H -3.0393 -0.7465 8.6113  0.327
H -2.9200 0.6012 7.4867  0.272
C -8.1574 0.3286 6.1240  -0.701
C -6.8554 0.7087 6.6721  0.537
N -5.8309 1.0083 7.1035  -0.534
H -8.9770 0.6861 6.7510  0.248
H -8.3091 0.7418 5.1237  0.183
H -8.2589 -0.7562 6.0458  0.283
C 12.1870 2.0242 -4.8173  -0.868
C 11.0539 2.8466 -4.3894  0.428
N 10.1639 3.4920 -4.0532  -0.436
H 12.1650 1.0370 -4.3504  0.264
H 12.1868 1.8725 -5.8989  0.325
H 13.1407 2.4870 -4.5543  0.245
C 5.8641 5.0671 -7.7842  -0.831
C 4.8785 5.6372 -6.8637  0.446
N 4.1044 6.0844 -6.1406  -0.478
H 5.9493 3.9850 -7.6612  0.266
H 5.5961 5.2559 -8.8261  0.281
H 6.8571 5.4918 -7.6218  0.329
C -7.4759 0.9264 10.6072  -0.660
C -8.6765 0.4785 9.8990  0.374
N -9.6192 0.1269 9.3416  -0.409
H -6.5657 0.6113 10.0921  0.145
H -7.4420 2.0149 10.6903  0.255
H -7.4334 0.5213 11.6207  0.302
C 11.2548 0.1501 5.7609  -0.879
C 10.1631 -0.6440 5.1934  0.426
N 9.3056 -1.2680 4.7477  -0.422
H 11.5119 -0.1839 6.7684  0.330
H 12.1601 0.0792 5.1540  0.273
H 10.9895 1.2076 5.8268  0.272

Cartesian forces, eV/Å:
C -0.5332 2.2648 3.8181
C 0.5952 -0.6996 -3.0758
C 0.4720 -0.8693 -1.3696
C -0.0504 -0.0793 0.9642
C 0.7965 0.1006 -1.5452
C 0.6077 -1.6641 1.3043
C -0.7690 -0.1032 -0.1505
O -0.3767 -0.7285 -2.2138
O 0.7478 0.0523 2.2596
O 1.2876 1.2836 -0.9043
C 0.6801 -1.1462 -1.4841
I -0.4372 -0.3766 0.2912
C -1.7501 0.5809 1.3023
O -0.1892 -2.0201 -1.1330
C 2.6272 1.1402 -0.0634
S -0.0414 -0.1527 0.7443
C -0.5582 -1.3147 -0.4201
C -0.1221 -2.5099 -1.3349
N 0.2462 -0.0233 1.1814
C -1.0740 0.3793 0.8726
C 1.9558 0.5072 -0.8553
C -0.4927 -0.7620 0.3223
C -1.6976 -0.0241 -0.1021
P -1.8926 1.1136 1.0487
N 0.6898 -1.7694 0.6441
O 1.6464 1.8615 -0.2943
H -0.7378 0.0539 1.9535
H -1.4254 0.4009 -0.8198
H 1.4544 0.6862 -1.0487
H -0.9124 -0.0046 1.3142
H -0.6202 -0.7138 -0.9918
H 0.4550 0.6857 1.5441
H 0.8008 0.3158 -1.1868
H -1.7643 0.0927 0.3857
H 0.4182 0.9276 -1.3803
H 1.0904 -0.9601 0.1474
H -0.7737 -0.0282 -0.4272
H 0.2727 1.1556 -0.7955
H 1.0692 0.2740 0.9221
H -0.4870 0.6486 -1.0908
H -1.1467 0.8210 0.8998
H -0.2608 -1.9391 0.8894
H -0.2056 -2.1237 1.6051
H 1.2707 -1.2568 -0.5019
H -0.6394 0.3519 -0.1338
H 0.7013 0.1701 0.3322
H -0.9191 -0.4066 1.3377
H -0.3637 1.0207 -1.0324
H 0.3435 0.0536 -1.5333
H 1.4383 0.6816 0.6555
H -0.9447 -0.0352 1.4248
H 0.1290 -1.3925 -1.1253
H -0.5106 1.4108 -0.4054
H 0.7217 -1.0994 -1.2459
H -0.3830 -0.6148 1.3714
H 0.1894 -0.8157 -0.5100
H -0.5389 0.3722 0.0484
H -0.1544 -0.5439 0.5144
C 0.2412 -0.3173 -0.0422
C 0.0834 0.0484 -0.0036
N 0.2269 -0.3149 -0.1345
H -0.2205 0.1218 0.0631
H -0.1131 0.1954 0.0865
H -0.2149 0.1872 0.0101
C 0.2154 -0.1878 0.2038
C -0.0208 -0.0975 0.0147
N 0.0190 -0.4438 0.3712
H -0.1240 0.1205 -0.1718
H -0.1219 0.1606 -0.1388
H -0.1559 0.1175 -0.1458
C -0.2163 0.2206 0.2309
C -0.0447 0.0368 0.0453
N -0.1960 0.3007 0.3457
H 0.1560 -0.1347 -0.1608
H 0.1333 -0.1033 -0.1788
H 0.1345 -0.1332 -0.1107
C -0.1894 -0.0196 -0.0516
C -0.0505 -0.0322 0.0557
N -0.3711 -0.0199 -0.1684
H 0.2002 0.0478 0.0601
H 0.1605 0.0216 0.1496
H 0.1669 0.1033 0.0522
C 0.3162 0.1842 0.1639
C 0.0718 -0.0366 0.0958
N 0.2473 0.1808 0.0883
H -0.2899 -0.1515 -0.2158
H -0.2090 -0.0696 -0.1046
H -0.1644 -0.1340 -0.1382
C -0.1798 -0.1254 -0.0805
C -0.2606 -0.2824 -0.1295
N 0.2690 7.7403 -1.0022
H -0.1970 -0.3123 0.0661
H -0.0934 -0.1613 0.1342
H -0.0438 -0.2063 0.1075
C 0.1113 0.0113 -0.0698
C -0.0819 0.0360 -0.0815
N 0.4349 -0.1347 0.1792
H -0.3316 0.0471 -0.2818
H -0.0886 0.1338 -0.1092
H -0.1873 -0.0247 -0.1414
C -0.1868 -0.2115 0.1396
C 0.0129 -0.0426 0.0030
N -0.1831 -0.2345 0.1319
H 0.0995 0.1083 -0.1314
H 0.1117 0.1725 -0.0325
H 0.1293 0.1804 -0.1031
C -0.0650 0.0523 0.1719
C 0.0357 -0.0835 0.0382
N -0.0071 0.0697 0.3088
H 0.1221 -0.1622 -0.2161
H 0.0057 0.0041 -0.2357
H -0.0485 0.0241 -0.2133
C -0.3052 0.0778 -0.0534
C -0.0773 0.0852 -0.1567
N -0.3587 -0.0111 -0.1059
H 0.2858 -0.0514 0.1636
H 0.2487 -0.0276 0.1704
H 0.2511 -0.1163 0.1373
C 0.3326 0.1507 -0.0043
C 0.1083 -0.0162 0.1628
N 0.4698 0.1794 0.3365
H -0.2482 -0.0957 -0.0171
H -0.2157 -0.1141 0.0025
H -0.2190 -0.1301 -0.0248
C 0.2357 -0.1461 -0.2158
C -0.0265 -0.0352 -0.0734
N 0.2442 -0.1468 -0.2479
H -0.1576 0.1121 0.1344
H -0.1474 0.0774 0.1765
H -0.1807 0.0728 0.1359
C -0.2014 -0.0341 -0.0324
C 0.0150 -0.0250 -0.0777
N -0.2929 -0.0935 -0.1020
H 0.1932 -0.0207 -0.0115
H 0.1896 0.0935 0.1200
H 0.1591 0.0962 0.1188
C 0.4504 -0.2953 -0.3519
C 0.0890 0.0623 -0.0579
N 0.2298 0.0373 -0.1988
H -0.1664 -0.0734 0.1495
H -0.3984 -0.2767 0.0992
H -0.2844 -0.0700 0.0464
C -0.0510 -0.0018 0.2375
C 0.0171 0.0584 0.0972
N -0.0601 0.8101 0.4368
H 0.2487 -0.0991 -0.1395
H 0.1579 -0.1609 -0.1750
H 0.0467 -0.1629 -0.1825
C -0.4026 -0.1512 -0.2323
C -0.1873 -0.0206 -0.0882
N -0.4916 0.1179 -0.1041
H 0.2481 0.0165 0.1185
H 0.2735 0.0811 0.1657
H 0.2267 0.0702 0.1666
C 0.2642 -0.1995 -0.0868
C 0.0359 -0.0177 -0.0073
N 0.3619 -0.1648 -0.2887
H -0.1788 0.1583 0.0622
H -0.1685 0.1350 0.1009
H -0.2006 0.1130 0.0403
C 0.2187 -0.1399 -0.2218
C 0.1666 0.1780 0.0025
N 0.6274 0.1742 -0.3018
H -0.1411 0.1121 0.1423
H -0.1424 0.0887 0.1715
H -0.1847 0.0679 0.1449
C 0.3125 0.0861 0.2004
C 0.0313 0.0056 0.0082
N 0.3105 0.1222 0.1259
H -0.2210 -0.0362 -0.1334
H -0.1795 -0.1035 -0.1244
H -0.2035 -0.0559 -0.1373
C 0.2622 0.1903 0.1283
C 0.0292 -0.0367 0.0975
N 0.2930 0.2058 0.1745
H -0.1764 -0.1111 -0.1206
H -0.1911 -0.1205 -0.0643
H -0.1570 -0.1536 -0.0832